{"formula": "C19H31N2PtS", "method": "the ωB97M-V functional and the def2-TZVPD basis", "charge": 1, "s2": 6.02, "multiplicity": 5, "max_force_ev_per_a": 3.2, "e_above_lowest_kcal_mol": 0.0, "orbital_gap_ev": [6.6477, 6.5276], "elements": ["C", "C", "C", "H", "C", "H", "C", "H", "H", "C", "H", "H", "H", "H", "H", "H", "C", "H", "H", "H", "C", "C", "H", "H", "H", "H", "H", "C", "C", "C", "H", "H", "Pt", "H", "H", "H", "H", "C", "H", "N", "C", "C", "H", "C", "S", "C", "H", "C", "H", "H", "N", "H", "C", "H"], "xyz": [[0.12858, 2.09604, -5.19367], [-1.39936, -2.25362, -0.17249], [-0.44989, 0.74427, -5.27224], [0.45284, -3.02285, -1.23427], [1.70527, 1.29755, -1.59279], [-0.32864, -1.36011, -3.26202], [-0.37135, -2.31942, -1.20107], [0.10747, -2.19735, 6.39979], [2.61956, -0.45043, 1.13412], [-0.16290, 0.41103, 2.85347], [-1.31251, 2.03597, 4.81450], [-1.38960, -2.82869, 0.74920], [-0.53994, 0.59908, 5.47155], [-2.37771, 0.70047, -6.19384], [0.65003, 3.42661, 5.58476], [-0.58167, -1.53927, 2.61163], [0.56267, -1.36566, 4.45069], [-2.68853, -0.21198, -2.49816], [1.41975, -0.28184, -5.35894], [1.06053, -0.51788, 4.92304], [-2.43037, -1.40711, -0.62126], [-1.91007, 0.58163, -5.20053], [-2.19486, -0.41139, -4.83018], [2.33937, -2.00054, -1.08030], [-3.38005, -1.26963, -0.12941], [1.57264, -0.36889, -3.14450], [-0.61263, -3.07692, 5.04699], [-2.06755, -0.84752, -1.87689], [2.27453, -0.10377, 0.16169], [1.70852, -0.06581, -2.11407], [0.58662, 2.21132, 3.24779], [-0.08644, 2.49813, 6.91361], [0.06721, -0.17417, -0.69159], [0.14034, 2.58676, -6.18330], [1.56357, 2.18773, -2.19672], [0.44942, -0.41025, -6.82887], [-2.36151, 1.33759, -4.54518], [2.11120, -0.93858, -1.00991], [-0.45692, 2.74002, -4.52489], [0.38944, 1.33533, 3.71951], [-0.35908, -2.08082, 5.41811], [0.38863, -0.37420, -5.72621], [-0.01263, -1.34465, -5.40535], [-0.33348, 1.57338, 5.01428], [-0.95818, 0.91518, 1.42650], [0.47567, 2.41920, 5.97707], [1.44324, 1.95679, 6.19236], [2.06571, 1.24856, -0.22192], [-1.29736, -1.53278, 5.55281], [2.24828, 2.10584, 0.41543], [-0.19350, -0.86105, 3.26275], [1.16567, 2.07397, -4.83412], [-0.79396, -1.43210, -2.28211], [1.35396, -2.03315, 4.08516]], "nbo_charge": [-0.6695, -0.2833, 0.0917, 0.2498, -0.2994, 0.2665, -0.3008, 0.2373, 0.2509, 0.3646, 0.2037, 0.2315, 0.1997, 0.2256, 0.2177, 0.4215, -0.2330, 0.2594, 0.2060, 0.2275, -0.1402, -0.6714, 0.2062, 0.2515, 0.2434, 0.2593, 0.2200, -0.3211, -0.3103, -0.3183, 0.4073, 0.2346, 0.9323, 0.2243, 0.2616, 0.2308, 0.2139, -0.2849, 0.2159, -0.6343, -0.6290, -0.6745, 0.2048, -0.2149, -0.1870, -0.6201, 0.2175, -0.2153, 0.2190, 0.2492, -0.5486, 0.2061, -0.3088, 0.2136]}

{"formula": "C19H31N3O2S", "method": "the ωB97M-V functional and the def2-TZVPD basis", "charge": 0, "max_force_ev_per_a": 16.6, "smiles": "COCCN(C(=S)Nc1ccc(OC)cc1)C1CCN(C(C)C)CC1", "e_above_lowest_kcal_mol": 467.5, "orbital_gap_ev": 7.9144, "elements": ["C", "C", "H", "N", "H", "H", "C", "H", "S", "H", "C", "H", "C", "C", "H", "H", "H", "N", "C", "H", "H", "H", "H", "H", "H", "H", "H", "H", "H", "H", "C", "N", "H", "C", "O", "H", "H", "H", "H", "H", "C", "H", "C", "C", "C", "H", "O", "H", "H", "C", "C", "C", "C", "H", "C", "C"], "xyz": [[1.10262, -0.75146, -0.52530], [-1.91336, 0.24808, -0.58114], [5.43199, 5.56315, 2.15126], [-3.47565, -0.37155, 1.32207], [-1.32712, -2.88302, 0.87774], [-1.36884, 0.86978, 0.20352], [-4.38615, -0.22675, 3.59446], [0.42411, -0.31137, 1.12631], [2.36118, -0.66100, -2.00480], [-3.87116, -0.55370, -0.95488], [-0.32915, -2.13062, -3.37016], [5.84926, 4.19431, 1.18313], [3.57080, 2.80939, 0.32876], [-1.44236, -1.36633, -0.48988], [-1.78088, 0.44005, -1.59030], [4.46500, 5.56778, 0.80851], [2.60302, 2.65329, 3.81583], [0.95494, 0.16567, 0.27859], [1.83569, 1.18763, 0.73252], [-1.20980, -1.56052, -3.24217], [-5.11410, 0.44546, 3.94207], [-0.76752, -4.15678, -5.97289], [-1.87968, -1.89243, -1.09932], [0.14976, -2.66033, -5.83091], [-5.85411, -1.72423, 1.94175], [-5.01284, 1.05684, 1.69589], [-3.50946, 0.42796, 3.71446], [4.24290, 3.32692, -0.18093], [2.75486, 1.53925, -1.15416], [1.07830, 0.97614, 2.75782], [-5.69438, -0.86427, 1.62757], [-0.01643, -1.51368, -0.84862], [0.42131, -1.60781, -3.93740], [5.03151, 4.89293, 1.71513], [4.03114, 4.15578, 2.56244], [-3.36159, -2.11893, 2.42773], [-0.58794, -3.40977, -1.74872], [-3.85092, -2.38059, 0.73439], [-5.97800, -0.59226, 0.37492], [1.10137, -2.94995, -2.00826], [-0.07232, -2.42635, -1.89957], [-4.53147, -1.18880, 3.93832], [-3.00575, -1.73910, 1.43565], [2.39805, 2.58057, 2.72828], [-3.31782, 0.16072, -0.22001], [-3.70929, 1.24076, -0.07674], [-0.60789, -3.37994, -4.26781], [-1.64549, -2.39686, -5.71415], [-0.99096, -1.37080, 1.56218], [2.57824, 1.84081, -0.02285], [3.48381, 3.27250, 1.70620], [-4.76561, 0.16857, 1.83474], [-1.71096, -1.79923, 1.11322], [-6.74245, -0.28015, 2.07144], [1.81232, 1.35289, 2.09688], [-0.68073, -3.08407, -5.47289]], "nbo_charge": [0.4817, -0.4330, 0.1450, -0.4815, 0.2183, 0.2230, -0.6575, 0.3994, -0.4715, 0.1886, -0.0817, 0.1894, -0.3150, 0.0619, 0.2168, 0.1707, 0.2278, -0.5646, 0.0242, 0.1528, 0.1989, 0.1750, 0.1571, 0.1428, 0.1846, 0.1791, 0.2224, 0.2152, 0.2862, 0.2064, -0.5498, -0.4754, 0.2090, -0.2119, -0.4845, 0.2251, 0.2276, 0.1510, 0.1759, 0.2374, -0.2690, 0.2065, -0.2270, -0.2318, -0.2416, 0.2057, -0.5345, 0.1105, 0.1802, -0.1730, 0.3555, 0.0379, -0.3983, 0.1918, -0.2011, -0.1789]}

{"formula": "C19H31N3O3S", "method": "the ωB97M-V functional and the def2-TZVPD basis", "charge": 0, "max_force_ev_per_a": 17.7, "e_above_lowest_kcal_mol": 490.2, "orbital_gap_ev": 8.8023, "elements": ["H", "H", "C", "C", "H", "H", "H", "H", "C", "H", "H", "H", "H", "H", "H", "C", "N", "N", "H", "C", "H", "C", "H", "H", "H", "H", "H", "H", "H", "C", "H", "H", "C", "O", "C", "C", "H", "O", "C", "H", "C", "H", "H", "C", "H", "C", "C", "C", "H", "S", "N", "H", "O", "C", "C", "C", "H"], "xyz": [[1.31933, -0.76378, -1.35333], [-2.60235, 1.15483, 1.49544], [-0.00026, 2.42400, 0.33743], [-5.79060, -1.31490, 1.15398], [-2.06764, 3.17374, -1.20094], [5.63422, 2.73891, 0.87612], [0.07105, 1.25560, -1.43444], [-6.68261, -0.88994, 1.01078], [4.97192, 1.87750, 0.37008], [1.52360, 0.30535, 0.75129], [0.15253, -2.16482, 0.23413], [-0.75422, 2.15803, 2.33404], [-2.73744, 2.88127, 0.98152], [3.20231, -3.67756, -1.61832], [2.40564, 1.39058, -1.48722], [-4.71227, -0.44369, 0.16068], [2.25134, -2.37980, -0.23937], [0.83984, -0.11806, 1.43701], [-5.46954, -1.19982, 2.31505], [2.36465, -3.58389, -1.11512], [2.86056, -1.52812, -2.18815], [-0.33174, 0.36182, 1.61170], [-4.72956, 0.44262, 0.61586], [2.39687, -4.38024, -0.73507], [2.54279, -1.22461, 1.87489], [0.10254, 2.92563, -1.77278], [-5.92377, -2.41324, 0.67860], [1.14641, 2.52745, 0.44610], [0.76192, -1.69145, 2.61316], [-0.38267, 2.24648, -1.20469], [4.44055, -1.70570, 0.50245], [5.88189, 0.11145, 1.49304], [1.19004, -2.44677, 0.42867], [-3.06008, -0.22638, -2.30356], [-2.30228, 1.96988, 0.95849], [-0.73048, 1.55051, 1.20151], [-3.41688, -2.31279, -0.26817], [-1.15054, -0.47317, 2.02856], [4.01123, 2.05779, -0.42459], [-1.91184, 1.76023, -2.32982], [3.35655, -0.05670, -0.67966], [-0.19919, 3.66270, 0.41550], [-5.13558, -0.64207, -0.75334], [2.45059, -1.47540, -1.24258], [1.56968, -3.77486, -1.82826], [1.35326, -1.46322, 1.72447], [4.35810, -0.50259, 0.27318], [5.10636, 0.41748, 0.66053], [3.86933, 3.13172, -0.97131], [-2.50170, -0.33378, -0.73679], [-2.47237, 1.36743, -0.44326], [1.25090, -3.50567, 1.14365], [-1.08415, -0.69382, -0.95175], [-1.63053, 2.19273, -1.38046], [3.08454, 1.07402, -0.91630], [-3.41626, -1.14213, 0.22060], [-3.05881, -1.15134, 1.27856]], "nbo_charge": [0.1802, 0.2265, -0.3935, -0.5856, 0.1812, 0.2389, 0.2161, 0.1922, -0.2460, 0.4133, 0.2460, 0.2585, 0.2230, 0.1929, 0.2083, -0.3890, -0.5057, -0.5930, 0.2101, -0.3738, 0.2252, 0.6015, 0.2213, 0.1780, 0.2059, 0.2245, 0.2061, 0.2282, 0.2315, -0.4320, 0.2456, 0.1973, -0.1938, -0.9484, -0.2122, -0.2936, 0.3198, -0.7364, -0.1607, 0.2625, 0.0528, 0.2009, 0.2430, -0.2086, 0.1789, -0.2254, -0.2599, -0.1968, 0.1915, 2.2314, -0.6634, 0.1870, -0.9640, -0.2219, -0.3258, -0.8331, 0.3425]}

{"formula": "C19H31N3O4", "method": "the ωB97M-V functional and the def2-TZVPD basis", "charge": 0, "max_force_ev_per_a": 1.6, "smiles": "C=C(C)CC(=O)N[C@H]1C[C@H]2CC[C@@H]([C@H]1C)N2C(=O)C(C)(C)NC(=O)OC", "e_above_lowest_kcal_mol": 22.2, "orbital_gap_ev": 9.6511, "elements": ["C", "N", "H", "H", "C", "H", "C", "C", "C", "H", "H", "H", "C", "C", "H", "C", "N", "H", "H", "C", "H", "O", "O", "H", "H", "C", "H", "O", "H", "H", "H", "C", "H", "C", "H", "H", "H", "H", "H", "C", "H", "C", "C", "H", "H", "C", "C", "H", "H", "H", "C", "C", "H", "H", "O", "N", "H"], "xyz": [[-0.02657, -4.89692, -0.11267], [0.62798, 1.03162, -1.52738], [1.40878, 2.21944, 1.39834], [2.18601, 4.85993, -1.13652], [0.65493, -0.85529, 0.79720], [-1.45469, 1.12713, -1.15237], [0.72540, -1.18692, -2.20053], [0.12033, -4.58156, 1.34768], [1.89132, -0.51199, -0.04706], [0.97448, -2.19433, -1.86517], [-1.30215, -5.13473, -1.76879], [1.07751, -5.34072, -1.90682], [1.67826, 3.11900, 0.85309], [-1.84759, -0.45051, 1.04023], [0.87535, 5.50116, -0.12834], [1.12944, 4.76838, -0.89529], [-0.63402, 3.31091, -0.08216], [-1.30939, -1.58413, -1.41569], [-1.75197, -0.67094, 2.10471], [1.14174, 2.34368, -1.46543], [0.92176, -1.14896, -3.27030], [-2.58842, 3.59130, 0.91259], [-0.71605, 4.13128, 2.05090], [-0.83130, -4.70581, 1.87001], [2.71322, 3.02512, 0.51923], [0.79882, 3.38313, -0.36532], [-0.18114, -2.58588, -0.12431], [1.76329, 2.76183, -2.41288], [-4.37398, 3.83178, 1.80882], [2.45072, 0.29536, 0.42951], [-2.17797, -1.36584, 0.54338], [-0.61753, 0.45420, -0.98710], [-1.26907, -0.53195, -2.80937], [-3.33016, 3.98791, 2.06010], [0.56094, 4.98688, -1.79848], [1.93372, -4.30103, -0.75523], [-3.15595, 5.03724, 2.29334], [2.45981, 0.13052, -2.03091], [1.76663, -6.01979, -0.42469], [1.25398, -5.15327, -0.84855], [0.91314, -0.70929, 1.84615], [-0.53435, 0.07244, 0.49033], [-1.24730, 3.72559, 1.04928], [2.56439, -1.37511, -0.05131], [-2.12375, -4.74095, -0.15588], [-1.20905, -4.91994, -0.71044], [0.60498, -3.17001, 1.64708], [-1.24974, 3.13012, -0.85639], [-0.32356, 0.99483, 1.02780], [-3.06019, 3.38451, 2.92587], [-0.73798, -0.78714, -1.89429], [1.55801, -0.11593, -1.47804], [1.61695, 3.95022, 1.54722], [0.83578, -5.25959, 1.81337], [1.17361, -2.90041, 2.68964], [0.30388, -2.25758, 0.69437], [-2.63128, 0.30103, 0.91751]], "nbo_charge": [0.0303, -0.5156, 0.2133, 0.2290, -0.0588, 0.2062, -0.4114, -0.5407, -0.4182, 0.2030, 0.2009, 0.2186, -0.6142, -0.6097, 0.2135, -0.6014, -0.6413, 0.1996, 0.2235, 0.7157, 0.2239, -0.5288, -0.6480, 0.2394, 0.2177, 0.0268, 0.4183, -0.5526, 0.1926, 0.2164, 0.2006, -0.0197, 0.2226, -0.2540, 0.2156, 0.2182, 0.1932, 0.2291, 0.2241, -0.6509, 0.2445, -0.2418, 0.8907, 0.2225, 0.1998, -0.4199, 0.6913, 0.4059, 0.2228, 0.1923, -0.4122, -0.0428, 0.2489, 0.2415, -0.6298, -0.6557, 0.2149]}